1.
Computed, not measured: a 2-piece molecular cluster, C4H12 overall in a non-equilibrium geometry, with ωB97M-V with the def2-TZVPD basis set.

Properties
Electronic energy, hartree: -159.54996
SMILES: CC.CC
LUMO energy, Eh: 0.042
HOMO level, eV: -11.144

Geometry as XYZ:
```
16
C4H12, DFT ωB97M-V with the def2-TZVPD basis set
C -1.333 -1.315 -1.596
C -0.471 -0.064 -1.658
H -2.388 -1.041 -1.413
H -1.220 -1.969 -2.444
H -1.346 -1.819 -0.608
H 0.369 0.100 -0.971
H -0.984 0.898 -1.787
H 0.095 -0.064 -2.592
C 1.464 0.803 1.059
C 0.400 0.516 2.158
H 2.250 1.456 1.526
H 1.835 -0.187 0.731
H 1.085 1.473 0.266
H 0.687 -0.231 2.904
H -0.479 0.152 1.593
H 0.035 1.293 2.833
```

---

2.
Computed, not measured: a 2-piece molecular cluster, C4H12 overall in a non-equilibrium geometry, with ωB97M-V with the def2-TZVPD basis set.

Properties
Electronic energy, hartree: -159.54354
SMILES: CC.CC
LUMO energy, Eh: 0.042
HOMO level, eV: -11.302

Geometry as XYZ:
```
16
C4H12, DFT ωB97M-V with the def2-TZVPD basis set
C -0.078 1.656 -2.049
C 0.809 1.777 -0.774
H -0.646 2.495 -2.123
H 0.580 1.677 -3.013
H -0.637 0.665 -2.179
H 1.891 1.598 -1.003
H 0.738 2.851 -0.384
H 0.297 1.110 -0.117
C -0.871 -1.830 1.969
C 0.154 -1.718 0.893
H -0.521 -2.404 2.861
H -1.165 -0.899 2.579
H -1.864 -2.232 1.726
H -0.258 -1.519 -0.072
H 0.880 -2.480 0.700
H 0.691 -0.747 0.987
```

---

3.
Computed, not measured: a 2-piece molecular cluster, C4H12 overall, with ωB97M-V with the def2-TZVPD basis set.

Properties
Electronic energy, hartree: -159.15991
LUMO energy (spin up / spin down), Eh: -0.109 / -0.408
HOMO level (spin up / spin down), eV: -16.556 / -15.825
Spin multiplicity: 2
Net charge: +1

Geometry as XYZ:
```
16
C4H12, DFT ωB97M-V with the def2-TZVPD basis set
C -0.109 1.773 -0.758
C 0.833 1.733 0.412
H 0.337 1.921 -1.753
H -0.701 0.858 -0.882
H -0.773 2.621 -0.594
H 1.681 1.062 0.526
H 0.199 1.428 1.301
H 1.151 2.745 0.682
C -0.359 -1.612 0.836
C -0.323 -1.899 -0.593
H -0.073 -0.516 1.052
H -1.318 -1.765 1.329
H 0.482 -2.082 1.370
H -0.509 -3.019 -0.730
H -1.182 -1.545 -1.183
H 0.663 -1.704 -1.015
```

---

4.
Computed, not measured: a 2-piece molecular cluster, C4H12 overall in a non-equilibrium geometry, with ωB97M-V with the def2-TZVPD basis set.

Properties
Electronic energy, hartree: -159.10613
LUMO energy (spin up / spin down), Eh: -0.127 / -0.431
HOMO level (spin up / spin down), eV: -14.339 / -14.330
Spin multiplicity: 2
Net charge: +1

Geometry as XYZ:
```
16
C4H12, DFT ωB97M-V with the def2-TZVPD basis set
C -1.131 -0.929 0.721
C -2.102 -1.958 1.355
H -1.606 -0.586 -0.124
H -0.660 -0.392 1.514
H -0.216 -1.366 0.405
H -1.771 -3.012 1.569
H -2.374 -1.635 2.373
H -2.952 -2.084 0.624
C 1.416 1.891 -1.694
C 1.781 1.032 -0.390
H 1.192 2.934 -1.379
H 2.221 2.304 -2.319
H 0.552 1.479 -2.321
H 1.009 0.271 -0.153
H 2.241 1.487 0.528
H 2.579 0.381 -0.669
```

---

What is the electronic energy in the second record?
-159.54354 hartree

---

Repeat the fourth record exactly.
Computed, not measured: a 2-piece molecular cluster, C4H12 overall in a non-equilibrium geometry, with ωB97M-V with the def2-TZVPD basis set.

Properties
Electronic energy, hartree: -159.10613
LUMO energy (spin up / spin down), Eh: -0.127 / -0.431
HOMO level (spin up / spin down), eV: -14.339 / -14.330
Spin multiplicity: 2
Net charge: +1

Geometry as XYZ:
```
16
C4H12, DFT ωB97M-V with the def2-TZVPD basis set
C -1.131 -0.929 0.721
C -2.102 -1.958 1.355
H -1.606 -0.586 -0.124
H -0.660 -0.392 1.514
H -0.216 -1.366 0.405
H -1.771 -3.012 1.569
H -2.374 -1.635 2.373
H -2.952 -2.084 0.624
C 1.416 1.891 -1.694
C 1.781 1.032 -0.390
H 1.192 2.934 -1.379
H 2.221 2.304 -2.319
H 0.552 1.479 -2.321
H 1.009 0.271 -0.153
H 2.241 1.487 0.528
H 2.579 0.381 -0.669
```